P | DFT (ωB97M-V/def2-TZVPD) results for 8 unconnected molecules or ions with the total composition C8H32O8.

Each line ends with the Löwdin charge.
Cartesian coordinates (Å):
1 C -1.909 12.387 5.253  -0.198
2 O -3.091 13.004 5.636  -0.107
3 H -2.007 11.352 4.927  0.073
4 H -1.367 12.959 4.500  0.085
5 H -1.315 12.114 6.125  0.071
6 H -3.723 12.313 5.848  0.079
7 C -10.247 18.802 3.847  -0.140
8 O -10.387 20.251 3.749  -0.136
9 H -11.202 18.469 4.254  0.065
10 H -10.137 18.357 2.859  0.077
11 H -9.570 18.414 4.608  0.070
12 H -10.610 20.441 2.835  0.064
13 C -0.244 23.872 3.965  -0.156
14 O -0.333 23.153 2.721  -0.127
15 H -0.657 23.327 4.814  0.065
16 H 0.804 24.056 4.201  0.075
17 H -0.913 24.732 3.965  0.077
18 H 0.033 22.276 2.859  0.065
19 C -10.167 19.505 8.892  -0.189
20 O -10.380 20.784 8.347  -0.101
21 H -10.643 18.770 8.243  0.072
22 H -9.131 19.219 9.071  0.072
23 H -10.645 19.277 9.845  0.074
24 H -10.264 20.669 7.401  0.070
25 C -3.828 18.516 6.258  -0.190
26 O -2.866 17.544 6.008  -0.113
27 H -3.422 19.526 6.206  0.079
28 H -4.634 18.475 5.525  0.074
29 H -4.265 18.393 7.249  0.074
30 H -3.286 16.681 5.993  0.076
31 C 2.166 17.962 3.238  -0.152
32 O 1.068 18.731 3.689  -0.153
33 H 2.885 18.780 3.184  0.082
34 H 2.474 17.339 4.077  0.075
35 H 1.874 17.437 2.328  0.078
36 H 0.348 18.285 4.142  0.069
37 C -5.521 23.474 2.953  -0.166
38 O -5.575 24.536 3.892  -0.125
39 H -5.482 22.453 3.331  0.079
40 H -6.371 23.637 2.290  0.073
41 H -4.648 23.728 2.352  0.074
42 H -5.449 24.081 4.727  0.066
43 C 0.178 14.878 10.081  -0.189
44 O 0.632 15.002 11.398  -0.110
45 H 0.172 13.803 9.899  0.077
46 H -0.829 15.268 9.932  0.077
47 H 0.805 15.368 9.337  0.073
48 H 0.104 15.732 11.730  0.072

## Properties
Gap between HOMO and LUMO ... 10.27 eV
HOMO level ... -10.1 eV


Q | DFT (ωB97M-V/def2-TZVPD) results for 8 unconnected molecules or ions with the total composition C8H32O8.

Each line ends with the Löwdin charge.
Cartesian coordinates (Å):
1 C -4.242 0.350 -3.330  -0.155
2 O -4.961 -0.517 -2.457  -0.115
3 H -4.897 1.112 -3.773  0.079
4 H -3.404 0.864 -2.853  0.066
5 H -3.878 -0.253 -4.158  0.075
6 H -5.250 -0.018 -1.690  0.056
7 C 2.460 -2.594 1.557  -0.170
8 O 3.484 -1.681 1.893  -0.122
9 H 2.818 -3.625 1.652  0.082
10 H 1.532 -2.390 2.097  0.059
11 H 2.229 -2.488 0.495  0.073
12 H 3.705 -1.787 2.822  0.075
13 C 0.421 0.174 -0.027  -0.149
14 O -0.401 0.472 -1.150  -0.131
15 H -0.063 -0.444 0.727  0.069
16 H 1.320 -0.325 -0.406  0.073
17 H 0.876 1.092 0.378  0.062
18 H -1.276 0.721 -0.818  0.019
19 C -0.371 -0.967 -4.270  -0.155
20 O -0.123 -2.025 -5.207  -0.132
21 H 0.508 -0.329 -4.182  0.077
22 H -1.206 -0.386 -4.655  0.067
23 H -0.666 -1.347 -3.290  0.067
24 H 0.658 -2.493 -4.903  0.065
25 C 1.724 1.358 3.453  -0.155
26 O 2.294 1.996 4.597  -0.121
27 H 2.210 1.756 2.562  0.064
28 H 1.882 0.280 3.485  0.065
29 H 0.666 1.611 3.349  0.077
30 H 1.641 1.976 5.302  0.069
31 C -2.694 2.563 0.521  -0.128
32 O -2.843 1.350 -0.189  -0.131
33 H -1.625 2.745 0.642  0.083
34 H -3.092 3.428 -0.019  0.086
35 H -3.130 2.529 1.523  0.084
36 H -3.777 1.152 -0.292  0.079
37 C -1.318 -3.308 1.935  -0.162
38 O -1.300 -2.826 3.272  -0.126
39 H -2.355 -3.284 1.591  0.080
40 H -0.778 -2.644 1.254  0.052
41 H -0.956 -4.334 1.886  0.082
42 H -0.596 -3.267 3.751  0.067
43 C 4.039 2.837 -0.219  -0.166
44 O 4.458 2.630 -1.560  -0.120
45 H 2.949 2.730 -0.133  0.063
46 H 4.473 2.088 0.452  0.077
47 H 4.326 3.831 0.105  0.077
48 H 4.529 1.686 -1.719  0.070

## Properties
Gap between HOMO and LUMO ... 10.17 eV
HOMO level ... -10.0 eV


Stability order, top to bottom: Q, P


P | DFT (ωB97M-V/def2-TZVPD) results for 2 unconnected molecules or ions with the total composition C2H2F3NO.

Each line ends with the Löwdin charge.
Cartesian coordinates (Å):
1 C 0.836 0.410 -1.620  -0.184
2 C -0.919 -0.267 1.498  -0.410
3 N 1.670 -0.698 -1.388  0.060
4 O 1.146 -0.135 -0.322  -0.112
5 F -0.542 -1.202 2.445  0.078
6 F -1.095 0.916 2.006  0.164
7 F -1.982 -0.705 0.896  0.157
8 H 1.182 1.468 -1.649  0.111
9 H -0.296 0.214 -1.867  0.136

## Properties
Gap between HOMO and LUMO (spin up / spin down) ... 9.13 / 9.94 eV
HOMO level (spin up / spin down) ... -9.5 / -9.9 eV


Q | DFT (ωB97M-V/def2-TZVPD) results for 2 unconnected molecules or ions with the total composition C2H2F3NO.

Each line ends with the Löwdin charge.
Cartesian coordinates (Å):
1 C 1.498 -0.289 0.354  0.003
2 C -1.565 0.020 -0.078  -0.409
3 N 0.964 0.490 -0.479  -0.183
4 O 1.281 1.138 -1.423  0.038
5 F -1.918 1.094 0.597  0.142
6 F -2.171 -0.096 -1.225  0.174
7 F -1.704 -1.051 0.759  0.097
8 H 2.616 -0.522 0.419  0.118
9 H 0.998 -0.784 1.074  0.021

## Properties
Gap between HOMO and LUMO ... 6.99 eV
HOMO level ... -8.7 eV


R | DFT (ωB97M-V/def2-TZVPD) results for 2 unconnected molecules or ions with the total composition C2H2F3NO.

Each line ends with the Löwdin charge.
Cartesian coordinates (Å):
1 C -0.177 -0.675 0.168  -0.163
2 C -0.717 0.729 0.034  -0.401
3 N 1.851 -0.457 0.121  0.105
4 O 2.257 -0.589 -0.947  0.022
5 F -0.463 -1.253 1.344  0.026
6 F -0.106 1.343 -1.014  0.047
7 F -0.458 1.469 1.126  0.077
8 H -0.380 -1.331 -0.676  0.127
9 H -1.808 0.765 -0.156  0.161

## Properties
Gap between HOMO and LUMO ... 8.37 eV
HOMO level ... -8.7 eV


Stability order, top to bottom: R, Q, P


P | DFT (ωB97M-V/def2-TZVPD) results for C4H7NOS in the gas phase.

Each line ends with the Löwdin charge.
Cartesian coordinates (Å):
1 N -2.590 0.004 -0.023  0.108
2 C -1.613 -0.916 0.103  -0.143
3 C -0.238 -0.671 0.061  -0.140
4 C 0.384 0.614 0.064  -0.710
5 S -0.348 2.112 -0.023  0.669
6 C 1.928 0.629 0.219  -0.304
7 O 2.515 -0.620 -0.082  -0.106
8 H -3.514 -0.263 -0.133  0.078
9 H -2.274 0.958 -0.151  -0.019
10 H -1.964 -1.949 0.145  0.121
11 H 0.417 -1.525 0.082  0.089
12 H 2.271 0.849 1.240  0.125
13 H 2.328 1.431 -0.435  0.108
14 H 2.698 -0.653 -1.065  0.125

## Properties
Gap between HOMO and LUMO ... 8.16 eV
HOMO level ... -8.3 eV


Q | DFT (ωB97M-V/def2-TZVPD) results for C4H7NOS in the gas phase.

Each line ends with the Löwdin charge.
Cartesian coordinates (Å):
1 N -0.148 0.304 1.249  0.139
2 C 0.036 0.061 0.021  -0.486
3 C 1.210 0.043 -0.631  -0.082
4 C 2.429 0.385 -0.003  -0.301
5 O 2.647 0.789 1.163  -0.050
6 C -1.266 -0.361 -0.639  -0.515
7 S -2.794 0.684 -0.486  0.639
8 H 0.564 0.456 1.930  0.102
9 H -1.184 0.158 1.660  0.171
10 H 1.321 -0.072 -1.726  0.112
11 H 3.426 0.107 -0.559  0.130
12 H -1.198 -0.742 -1.728  0.100
13 H -1.377 -1.333 -0.037  0.105
14 H -3.665 -0.478 -0.215  -0.063

## Properties
Gap between HOMO and LUMO ... 8.90 eV
HOMO level ... -8.7 eV


Stability order, top to bottom: P, Q


P | DFT (ωB97M-V/def2-TZVPD) results for C4H7NOS in the gas phase.

Each line ends with the Löwdin charge.
Cartesian coordinates (Å):
1 H -1.107 0.849 1.696  0.030
2 N -1.938 0.994 1.158  0.112
3 C -1.994 0.625 -0.083  -0.211
4 C -1.119 -0.193 -0.961  -0.214
5 O 0.012 -0.749 -0.330  -0.071
6 C 1.091 -0.039 -0.213  -0.866
7 C 2.101 -0.633 0.578  -0.111
8 S 1.232 1.559 -0.740  0.700
9 H -2.982 0.819 -0.439  0.095
10 H -1.737 -1.101 -1.148  0.146
11 H -0.853 0.273 -1.902  0.103
12 H 2.776 0.092 1.020  0.079
13 H 2.847 -1.207 0.021  0.103
14 H 1.671 -1.289 1.344  0.104

## Properties
Gap between HOMO and LUMO ... 9.14 eV
HOMO level ... -8.8 eV


Q | DFT (ωB97M-V/def2-TZVPD) results for C4H7NOS in the gas phase.

Each line ends with the Löwdin charge.
Cartesian coordinates (Å):
1 C -0.015 -2.188 0.117  -0.297
2 C 0.500 -0.754 -0.333  -0.247
3 C -0.428 0.383 -0.022  -0.515
4 C 0.178 1.645 -0.628  -0.119
5 N -0.369 -2.463 1.261  0.146
6 O -1.360 1.431 2.203  -0.564
7 S -0.212 0.520 1.864  0.937
8 H 0.028 -3.052 -0.598  0.118
9 H 1.503 -0.752 0.205  0.132
10 H 0.641 -0.911 -1.351  0.079
11 H -1.428 0.176 -0.038  0.080
12 H 1.274 1.655 -0.981  0.116
13 H -0.027 2.629 -0.144  0.091
14 H -0.285 1.682 -1.556  0.044

## Properties
Gap between HOMO and LUMO (spin up / spin down) ... 8.70 / 8.31 eV
HOMO level (spin up / spin down) ... -9.4 / -8.8 eV


Stability order, top to bottom: P, Q


P | DFT (ωB97M-V/def2-TZVPD) results for a molecular structure, C2H5OPS.

Each line ends with the Löwdin charge.
Cartesian coordinates (Å):
1 C -0.069 1.549 0.251  -0.727
2 C -0.282 -0.904 -0.105  -0.951
3 O 0.569 -1.810 -0.552  -0.159
4 P 0.417 0.116 1.323  0.883
5 S -0.632 0.592 -1.210  0.728
6 H -0.872 2.141 0.743  0.033
7 H 0.605 2.187 -0.152  -0.029
8 H -1.390 -1.401 0.239  0.128
9 H 0.154 -2.622 -1.060  0.172
10 H 1.499 0.152 0.523  -0.079

## Properties
Gap between HOMO and LUMO ... 9.07 eV
HOMO level ... -8.7 eV


Q | DFT (ωB97M-V/def2-TZVPD) results for a molecular structure, C2H5OPS.

Each line ends with the Löwdin charge.
Cartesian coordinates (Å):
1 C 1.426 0.091 -0.144  -0.611
2 C -0.673 -1.225 0.361  -0.689
3 O -0.807 1.512 -0.169  -0.423
4 P -0.162 0.459 1.002  0.837
5 S 1.027 -1.717 0.039  0.685
6 H 1.445 0.623 -1.185  0.070
7 H 2.379 0.363 0.352  0.009
8 H -1.198 -1.777 1.054  -0.011
9 H -1.234 -1.088 -0.602  0.059
10 H -0.428 2.434 -0.230  0.073

## Properties
Gap between HOMO and LUMO ... 9.11 eV
HOMO level ... -8.4 eV


Stability order, top to bottom: Q, P


P | DFT (ωB97M-V/def2-TZVPD) results for 2 unconnected molecules or ions with the total composition C2H6NP.

Each line ends with the Löwdin charge.
Cartesian coordinates (Å):
1 C 1.337 0.343 0.620  -0.132
2 C -0.062 0.541 0.869  -0.182
3 N -1.189 0.266 0.378  -0.467
4 P -2.687 -0.275 0.438  0.655
5 H 1.377 -0.762 0.479  0.069
6 H 1.588 0.985 -0.326  0.133
7 H 1.783 0.691 1.527  0.053
8 H 0.583 -1.397 -1.598  0.041
9 H 0.162 -0.857 -1.682  0.031
10 H -2.893 0.465 -0.706  -0.201

## Properties
Gap between HOMO and LUMO (spin up / spin down) ... 7.32 / 7.32 eV
HOMO level (spin up / spin down) ... -7.2 / -7.2 eV


Q | DFT (ωB97M-V/def2-TZVPD) results for 2 unconnected molecules or ions with the total composition C2H6NP.

Each line ends with the Löwdin charge.
Cartesian coordinates (Å):
1 C -0.328 1.353 -0.184  -0.478
2 C -0.110 -1.551 -0.375  -0.323
3 N 0.183 0.754 1.010  -0.343
4 P 0.896 0.018 -0.352  0.769
5 H -1.393 1.161 -0.298  0.070
6 H -0.030 2.345 -0.500  0.053
7 H -0.723 -1.605 0.520  0.028
8 H 0.600 -2.377 -0.379  0.012
9 H -0.721 -1.615 -1.272  0.022
10 H 1.625 1.518 1.831  0.190

## Properties
Gap between HOMO and LUMO (spin up / spin down) ... 8.45 / 8.59 eV
HOMO level (spin up / spin down) ... -9.1 / -9.0 eV


Stability order, top to bottom: P, Q